{"formula": "C26H42FeNOP2", "method": "ωB97M-V with the def2-TZVPD basis set", "symbols": ["Fe", "C", "C", "C", "P", "C", "C", "C", "C", "C", "C", "C", "C", "C", "C", "N", "C", "C", "C", "C", "C", "C", "C", "P", "C", "C", "C", "C", "C", "C", "H", "H", "H", "H", "H", "H", "H", "H", "H", "H", "H", "H", "H", "H", "H", "H", "H", "H", "H", "H", "H", "H", "H", "H", "H", "H", "H", "H", "H", "H", "H", "H", "H", "H", "H", "H", "H", "H", "H", "H", "O", "H", "H"], "xyz": [[-0.1794, 0.8538, -0.8727], [-3.8633, 0.3478, -2.9449], [-3.7863, 0.3882, -1.4183], [-4.0621, 1.7891, -0.8786], [-2.1802, -0.2640, -0.8096], [-2.0678, -2.0173, -1.3808], [-1.3649, -2.8893, -0.3438], [-1.3330, -2.0656, -2.7216], [-2.2928, -0.3189, 1.0081], [-3.3973, -0.7729, 1.6952], [-3.3623, -0.9913, 3.0783], [-4.5628, -1.4736, 3.8235], [-2.1419, -0.7925, 3.7452], [-1.0280, -0.3216, 3.0970], [-1.0937, 0.0001, 1.7181], [-0.0745, 0.5264, 1.0008], [1.1535, 0.9413, 1.5525], [1.2661, 1.6343, 2.7594], [2.5178, 1.9619, 3.2489], [3.6864, 1.6095, 2.5728], [5.0365, 1.9560, 3.1232], [3.5593, 0.9715, 1.3404], [2.3170, 0.6664, 0.8039], [2.0529, 0.0132, -0.8765], [3.0132, -1.5517, -1.0295], [2.6339, -2.5453, 0.0636], [2.8848, -2.1559, -2.4262], [2.8150, 1.1951, -2.0823], [1.9616, 1.1361, -3.3530], [2.8925, 2.6276, -1.5602], [-4.7998, 0.8010, -3.2688], [-3.8392, -0.6677, -3.3362], [-3.0494, 0.9154, -3.4033], [-4.5377, -0.3012, -1.0175], [-3.3590, 2.5115, -1.2973], [-4.0091, 1.8395, 0.2091], [-5.0604, 2.1043, -1.1809], [-3.0962, -2.3692, -1.5127], [-0.3841, -2.4776, -0.0956], [-1.2122, -3.8884, -0.7526], [-1.9349, -2.9859, 0.5783], [-0.2957, -1.7464, -2.5917], [-1.7879, -1.4365, -3.4857], [-1.3206, -3.0891, -3.0967], [-4.3115, -1.0005, 1.1594], [-5.4085, -1.6481, 3.1625], [-4.8598, -0.7403, 4.5758], [-4.3384, -2.3998, 4.3548], [-2.0761, -1.0310, 4.7992], [-0.0996, -0.2253, 3.6394], [0.3796, 1.9325, 3.3033], [2.5928, 2.5022, 4.1839], [4.9962, 2.1272, 4.1966], [5.4141, 2.8674, 2.6552], [5.7571, 1.1637, 2.9254], [4.4577, 0.7270, 0.7834], [4.0509, -1.2311, -0.8771], [1.6201, -2.9178, -0.0806], [2.7097, -2.1149, 1.0625], [3.3043, -3.4033, 0.0174], [1.8445, -2.3749, -2.6721], [3.4335, -3.0971, -2.4564], [3.2999, -1.5120, -3.2011], [3.8245, 0.8386, -2.3069], [0.9412, 1.5042, -3.1510], [1.8709, 0.1332, -3.7694], [2.3721, 1.7900, -4.1226], [1.8988, 3.0144, -1.3090], [3.3025, 3.2719, -2.3381], [3.5194, 2.7235, -0.6770], [-0.7816, 2.8086, -0.6005], [-0.8276, 3.2025, 0.2805], [-1.2008, 3.4208, -1.2189]], "lowdin_charge": [0.400, -0.096, -0.526, -0.097, 1.078, -0.503, -0.089, -0.106, -0.262, -0.019, -0.216, -0.017, 0.009, 0.028, -0.250, -0.013, -0.266, -0.008, 0.008, -0.232, -0.021, -0.028, -0.283, 1.080, -0.522, -0.089, -0.092, -0.522, -0.112, -0.089, 0.095, 0.073, 0.084, 0.115, 0.061, 0.076, 0.096, 0.124, 0.050, 0.099, 0.080, 0.040, 0.065, 0.098, 0.125, 0.088, 0.104, 0.102, 0.136, 0.118, 0.124, 0.131, 0.090, 0.100, 0.092, 0.133, 0.118, 0.058, 0.076, 0.096, 0.066, 0.096, 0.074, 0.123, 0.063, 0.068, 0.098, 0.067, 0.097, 0.072, -0.034, 0.110, 0.104], "relative_energy_kcal_mol": 0.00, "multiplicity": 2, "homo_ev": [-13.685, -14.564], "orbital_gap_ev": [7.4, 6.7], "total_charge": 2}